Run a
{"formula": "C7H7NO2", "method": "ωB97M-V with the def2-TZVPD basis set", "elements": ["C", "C", "C", "C", "O", "C", "C", "C", "N", "H", "H", "H", "H", "H", "O", "H", "H"], "xyz": [[-4.5452, -0.1753, 0.4612], [-3.3623, -0.3305, 0.2581], [-1.9354, -0.5446, 0.0093], [-1.0431, 0.4345, 0.7981], [-1.2998, 1.7820, 0.4852], [0.3849, 0.1014, 0.6166], [1.5587, -0.1815, 0.4986], [2.9174, -0.4708, 0.5004], [4.0595, -0.5254, 0.7315], [-5.6044, -0.0931, 0.6332], [-1.7262, -0.4396, -1.0665], [-1.6653, -1.5727, 0.2905], [-1.2677, 0.3300, 1.8705], [-1.1870, 1.9407, -0.4595], [5.0584, -0.2848, -2.1834], [4.3264, 0.3515, -2.2167], [5.3310, -0.3217, -1.2270]], "e_homo_ev": -10.56, "gap_ev": 10.6, "e_lumo_ha": 0.002, "smiles": "C#CC[C@H](O)C#CC#N.O"}


Run b
{"formula": "C7H7NO2", "method": "ωB97M-V with the def2-TZVPD basis set", "elements": ["C", "C", "C", "N", "C", "C", "C", "H", "H", "H", "H", "H", "H", "H", "O", "C", "O"], "xyz": [[1.8032, 1.8201, -0.9145], [1.1429, 0.5366, -0.4486], [1.4631, -0.8621, -0.6533], [0.0269, 0.7343, 0.1983], [-1.0395, 1.0212, 0.7838], [-1.6103, 1.2309, 2.1775], [-2.4871, 1.2628, 1.1257], [2.9757, 1.7217, -0.8023], [1.2903, 2.6807, -0.4151], [1.5806, 1.7892, -2.0057], [2.4070, -1.0175, -1.0535], [0.6940, -1.3177, -1.3772], [1.4289, -1.5786, 0.2435], [-3.4488, 1.3117, 0.6062], [-1.4301, -3.9149, 0.3305], [-2.0546, -3.0991, 0.8585], [-2.7421, -2.3192, 1.3460]], "e_homo_ev": -7.69, "gap_ev": 8.1, "e_lumo_ha": 0.016, "smiles": "CC(C)=NC1=C=C1.O=C=O"}


Out of the structures above, which one is the least stable? Solution: run b.